41
Properties=species:S:1:pos:R:3:forces:R:3:nbo_charge:R:1 method="wB97M-V/def2-TZVPD" energy_ev=-450973.36186 multiplicity=2 total_charge=0 s_squared=0.76 homo_energy_ev="-7.0 / -7.0"
Na 2.102 1.953 -0.836 0.770 -1.084 -0.790 0.936
Na 1.457 1.534 2.548 0.207 -0.779 0.283 0.962
Na 2.694 -1.334 0.546 0.863 0.100 -0.342 0.936
C 4.098 0.144 2.778 -0.235 -0.072 -0.074 0.865
O 4.482 0.892 3.661 1.579 2.701 2.826 -0.498
O 3.043 -0.447 2.953 -4.204 -2.038 0.494 -0.745
O 4.692 0.064 1.731 2.296 -0.263 -3.441 -0.583
B 0.783 0.204 0.534 -0.488 0.119 0.092 -0.912
H 0.614 -0.419 -0.331 -0.891 -1.976 -3.298 0.020
H 0.628 -0.380 1.427 -0.795 -2.040 3.494 -0.008
H 1.832 0.458 0.531 3.936 1.158 0.176 -0.061
H 0.245 1.139 0.573 -2.450 3.416 -0.061 -0.034
C 3.481 -0.945 -2.769 0.577 2.382 1.170 -0.244
O 3.451 -0.112 -1.618 -1.065 -0.419 0.639 -1.072
H 2.677 -1.680 -2.806 -0.100 -0.446 -0.158 0.112
H 3.410 -0.250 -3.606 -0.321 -0.335 -0.869 0.128
H 4.477 -1.377 -2.860 0.031 -0.734 -0.108 0.142
Br -4.304 1.871 -1.300 0.432 0.550 1.016 -0.036
C -3.302 2.843 0.167 -0.073 -0.443 -0.234 -0.408
C -2.765 1.791 1.148 -0.305 0.961 -1.134 -0.406
Br -1.502 2.740 2.417 -0.921 -0.631 -0.530 -0.069
H -4.024 3.500 0.652 0.121 -0.010 -0.259 0.227
H -2.518 3.390 -0.357 -0.173 -0.074 0.146 0.233
H -2.221 1.052 0.560 0.314 -0.028 0.612 0.233
H -3.643 1.377 1.643 0.639 -0.180 0.587 0.245
Br -0.375 2.278 -2.248 -0.789 -0.606 -0.747 -0.092
C -1.307 0.517 -2.609 0.517 -1.022 0.221 -0.383
C -0.413 -0.429 -3.459 -0.648 0.702 0.833 -0.432
Br -1.254 -2.257 -3.548 0.470 1.338 0.085 -0.015
H -2.306 0.680 -3.013 0.396 0.470 -0.145 0.238
H -1.414 0.117 -1.601 0.070 0.020 -0.106 0.226
H 0.536 -0.522 -2.931 0.050 -0.304 -0.331 0.249
H -0.297 -0.025 -4.464 0.045 -0.427 0.059 0.228
Br -3.936 -1.792 2.036 0.881 -0.155 -0.406 -0.035
C -2.066 -2.129 1.421 0.598 0.143 1.094 -0.424
C -1.175 -2.421 2.665 -0.718 0.071 -0.504 -0.436
Br 0.392 -3.494 2.138 -0.430 0.452 0.182 -0.006
H -1.676 -1.192 1.024 -0.358 -0.162 -0.361 0.224
H -2.036 -2.920 0.673 -0.349 0.108 0.226 0.238
H -1.695 -2.960 3.456 0.130 -0.208 -0.305 0.233
H -0.863 -1.460 3.074 0.391 -0.253 -0.035 0.223

***

14
Properties=species:S:1:pos:R:3:forces:R:3:nbo_charge:R:1 method="wB97M-V/def2-TZVPD" energy_ev=-7805.28314 multiplicity=1 total_charge=+1 de_lowest_kj_mol=272.1 homo_energy_ev=-14.0
C -1.982 -0.193 -0.094 0.654 -0.507 -1.672 0.265
C -2.951 -0.242 0.750 1.210 0.595 -1.560 -0.458
C -1.016 -0.228 -1.011 -0.032 -1.835 2.830 -0.677
C 2.264 0.120 0.250 1.670 -0.386 -0.247 0.522
N 1.308 0.940 0.065 -1.965 -1.714 -0.294 -0.686
O 2.137 -1.209 0.138 -0.193 2.311 -0.162 -0.601
H -2.738 0.250 1.619 0.194 1.014 2.640 0.245
H -3.939 -0.298 0.431 -1.646 -0.981 -0.357 0.268
H -0.273 -1.026 -0.937 -0.611 -0.462 -0.566 0.251
H -0.873 0.486 -1.730 -0.031 1.834 -1.810 0.257
H 3.275 0.599 0.428 -0.982 -1.107 0.158 0.206
H 1.540 1.865 0.396 -0.504 0.482 -0.445 0.437
H 0.227 0.500 -0.329 1.857 1.363 1.373 0.450
H 3.021 -1.563 0.023 0.380 -0.608 0.111 0.524

***

60
Properties=species:S:1:pos:R:3:forces:R:3:nbo_charge:R:1 method="wB97M-V/def2-TZVPD" energy_ev=-82525.39799 multiplicity=2 total_charge=-2 de_lowest_kj_mol=0.0 s_squared=0.77 homo_energy_ev="-1.4 / -0.8"
Cr -0.385 -0.052 -0.383 -0.414 -0.265 -0.747 1.209
O 1.721 -2.018 1.635 0.065 0.173 0.179 -1.017
S 1.320 -0.623 1.641 -0.400 -0.054 -0.593 2.573
O 1.760 0.098 2.847 0.244 -0.388 0.047 -1.046
O -0.219 -0.476 1.543 0.409 -0.164 0.360 -0.977
O 1.716 0.108 0.386 0.085 -0.209 0.343 -1.024
F -0.341 0.548 -2.088 0.204 0.169 0.090 -0.592
C -0.625 5.680 2.523 -0.018 -0.074 0.020 -0.418
N 0.284 4.770 1.825 0.001 0.307 -0.129 -0.262
N -0.361 4.128 0.755 -0.362 0.171 -0.374 -0.309
C -0.231 2.736 0.878 0.519 0.230 0.821 0.673
O -0.680 1.965 0.067 -0.328 -0.052 -0.471 -0.554
C 0.532 2.515 2.109 -0.376 0.138 -0.561 -0.342
C 0.772 3.717 2.625 0.198 0.136 0.326 0.197
C 1.473 4.047 3.899 0.036 0.010 -0.017 -0.656
C -0.588 4.844 -0.445 0.075 -0.441 0.417 0.243
C -1.345 4.281 -1.478 0.072 0.100 -0.079 -0.247
C -1.549 5.014 -2.638 -0.037 -0.157 0.099 -0.181
C -1.034 6.294 -2.786 0.014 0.073 -0.010 -0.260
C -0.278 6.837 -1.760 0.051 -0.061 0.139 -0.212
C -0.044 6.113 -0.596 0.068 0.343 -0.156 -0.293
H -0.988 6.437 1.830 0.002 -0.012 -0.004 0.208
H -0.075 6.175 3.321 -0.007 -0.005 0.005 0.198
H -1.481 5.138 2.944 0.000 0.020 0.001 0.187
H 0.898 1.546 2.453 -0.103 0.264 0.136 0.320
H 1.994 3.159 4.252 -0.017 -0.023 -0.016 0.255
H 0.770 4.359 4.675 -0.010 0.017 0.024 0.205
H 2.198 4.851 3.753 0.004 0.005 0.001 0.207
H -1.715 3.272 -1.391 -0.021 -0.039 0.038 0.280
H -2.116 4.558 -3.440 0.002 0.009 0.002 0.210
H -1.208 6.854 -3.696 0.008 -0.003 -0.001 0.197
H 0.157 7.824 -1.865 -0.001 0.008 0.001 0.196
H 0.586 6.517 0.187 -0.038 -0.018 -0.075 0.220
C 0.119 -8.359 -0.377 0.011 0.027 -0.004 -0.615
C 0.268 -6.883 -0.655 0.033 -0.024 0.009 -0.050
C -0.820 -6.110 -1.026 -0.042 0.074 -0.031 -0.244
C -0.701 -4.741 -1.281 -0.072 -0.046 -0.016 0.016
C -1.942 -3.961 -1.650 0.114 -0.027 -0.015 -0.636
C 0.555 -4.136 -1.182 0.083 -0.116 0.150 -0.041
C 1.669 -4.900 -0.808 0.049 -0.058 0.069 0.028
C 3.029 -4.268 -0.643 -0.143 0.017 0.011 -0.655
C 1.504 -6.256 -0.544 0.041 -0.025 -0.002 -0.242
C 0.724 -2.656 -1.495 -0.458 -0.077 -0.415 0.784
O 1.536 -2.350 -2.365 0.184 0.120 0.098 -0.692
O -0.118 -1.927 -0.884 0.156 -0.214 0.110 -0.707
H -0.932 -8.654 -0.388 0.018 0.010 0.000 0.198
H 0.532 -8.623 0.601 -0.006 0.009 -0.010 0.201
H 0.643 -8.966 -1.122 -0.006 0.023 0.006 0.196
H -1.800 -6.575 -1.111 0.023 0.010 -0.002 0.178
H -2.778 -4.646 -1.821 0.006 0.008 -0.006 0.175
H -1.786 -3.363 -2.550 0.028 -0.011 0.008 0.225
H -2.204 -3.249 -0.870 0.015 -0.009 0.034 0.259
H 2.983 -3.474 0.108 -0.028 -0.013 -0.008 0.272
H 3.349 -3.802 -1.573 0.001 -0.012 -0.013 0.241
H 3.756 -5.022 -0.329 0.011 0.020 0.004 0.174
H 2.371 -6.837 -0.235 -0.029 0.017 -0.007 0.179
C -2.436 -0.313 -0.351 -0.024 0.168 0.353 -0.955
H -3.000 0.594 -0.066 0.062 -0.127 -0.078 0.155
H -2.672 -1.100 0.380 0.005 0.042 -0.100 0.184
H -2.768 -0.640 -1.344 0.045 0.003 0.039 0.182

***

53
Properties=species:S:1:pos:R:3:forces:R:3:nbo_charge:R:1 method="wB97M-V/def2-TZVPD" energy_ev=-39001.71189 multiplicity=1 total_charge=0 smiles="CCc1cccc(CC)c1NC(=O)CSc1nnc(C(C)C)n1CC" de_lowest_kj_mol=24.1 homo_energy_ev=-8.4
C 3.141 -2.877 -2.600 0.047 0.097 0.014 -0.603
C 3.779 -2.339 -1.318 -0.123 -0.039 -0.155 -0.418
C 2.907 -2.594 -0.119 0.123 0.080 0.069 -0.020
C 2.828 -3.889 0.380 -0.041 0.055 0.001 -0.211
C 2.075 -4.179 1.500 0.008 -0.052 0.025 -0.202
C 1.399 -3.164 2.151 0.041 0.001 -0.030 -0.214
C 1.449 -1.860 1.683 -0.146 0.037 -0.073 -0.022
C 0.747 -0.769 2.441 0.126 0.049 0.061 -0.434
C 1.682 -0.142 3.480 -0.239 -0.032 -0.063 -0.593
C 2.196 -1.586 0.533 -0.027 -0.332 0.025 0.189
N 2.265 -0.247 0.058 0.299 -0.144 0.403 -0.644
C 1.760 0.156 -1.131 0.148 0.382 0.064 0.692
O 1.197 -0.557 -1.927 -0.005 -0.165 -0.089 -0.615
C 2.036 1.633 -1.423 -0.531 0.085 -0.129 -0.611
S 0.589 2.372 -2.228 0.316 0.146 -0.271 0.286
C -0.541 2.001 -0.966 -0.004 0.062 0.052 0.176
N -0.228 1.626 0.244 0.659 0.304 -0.590 -0.358
N -1.383 1.426 0.906 -0.902 -0.144 0.670 -0.307
C -2.375 1.685 0.105 -0.040 0.185 -0.114 0.354
C -3.818 1.546 0.448 -0.101 -0.171 0.105 -0.262
C -4.271 0.117 0.128 -0.079 0.210 -0.062 -0.593
C -4.031 1.862 1.926 -0.022 0.065 -0.201 -0.592
N -1.894 2.055 -1.125 0.575 -0.323 0.517 -0.372
C -2.591 2.452 -2.319 -0.270 0.354 -0.327 -0.214
C -2.718 3.970 -2.406 -0.025 -0.241 -0.017 -0.614
H 2.195 -2.374 -2.777 -0.031 -0.052 -0.054 0.241
H 2.958 -3.945 -2.516 0.008 -0.134 -0.031 0.197
H 3.797 -2.701 -3.450 0.047 -0.038 -0.127 0.200
H 3.968 -1.270 -1.430 0.084 -0.059 0.050 0.206
H 4.740 -2.836 -1.159 -0.003 0.095 0.027 0.208
H 3.380 -4.675 -0.116 0.068 -0.088 -0.075 0.206
H 2.023 -5.192 1.872 0.000 -0.088 0.033 0.210
H 0.818 -3.383 3.036 -0.080 -0.002 0.096 0.206
H -0.115 -1.192 2.960 -0.045 0.016 -0.062 0.209
H 0.378 0.003 1.766 -0.027 -0.114 0.063 0.247
H 1.996 -0.888 4.207 0.086 -0.026 0.065 0.205
H 2.577 0.266 3.013 0.138 0.065 -0.010 0.186
H 1.171 0.662 4.003 0.016 0.117 0.095 0.213
H 2.424 0.459 0.760 -0.057 0.079 -0.191 0.409
H 2.262 2.208 -0.527 0.101 -0.093 -0.027 0.237
H 2.849 1.715 -2.144 -0.006 -0.009 0.051 0.253
H -4.397 2.251 -0.160 0.043 -0.031 0.030 0.204
H -3.703 -0.590 0.726 0.060 -0.080 0.050 0.220
H -5.328 0.000 0.355 -0.112 -0.059 0.004 0.209
H -4.114 -0.119 -0.923 0.000 -0.085 -0.090 0.206
H -3.412 1.206 2.531 0.034 -0.044 0.100 0.228
H -5.075 1.722 2.194 -0.099 -0.021 0.036 0.205
H -3.748 2.890 2.141 0.026 0.078 0.088 0.214
H -2.022 2.077 -3.175 -0.160 -0.088 0.083 0.224
H -3.577 1.982 -2.317 0.146 -0.036 -0.050 0.213
H -1.731 4.426 -2.428 0.059 0.091 0.006 0.218
H -3.249 4.243 -3.314 -0.053 0.087 -0.098 0.218
H -3.264 4.359 -1.549 -0.032 0.047 0.053 0.211

***

36
Properties=species:S:1:pos:R:3:forces:R:3:nbo_charge:R:1 method="wB97M-V/def2-TZVPD" energy_ev=-27801.73804 multiplicity=2 total_charge=0 de_lowest_kj_mol=486.6 s_squared=0.75 homo_energy_ev="-8.5 / -9.1"
C 2.657 -1.543 0.479 -0.303 -1.056 -0.771 -1.064
B 2.423 -0.382 -0.687 1.524 0.541 0.319 1.157
O 3.657 0.286 -1.193 -2.356 0.386 2.067 -0.961
C 0.958 0.040 -1.307 -1.026 1.101 -0.041 -0.509
S 1.272 0.323 -3.173 0.194 1.152 0.565 -0.054
C 0.336 1.444 -0.754 0.420 0.073 0.597 -0.428
C -0.420 1.272 0.674 0.100 2.910 2.079 0.112
C 0.608 1.207 1.992 1.273 0.689 -1.373 -0.635
C -1.276 2.693 0.907 1.327 0.675 -0.654 -0.614
N -1.394 0.166 0.828 -1.881 1.561 -1.104 -0.049
O -2.630 0.543 1.196 2.869 -1.339 -0.505 -0.365
C -1.319 -0.985 -0.083 -2.012 -3.347 -0.271 0.097
C -1.212 -2.362 0.862 -1.292 0.152 0.681 -0.632
C -2.809 -1.124 -0.833 0.668 -0.806 -0.997 -0.612
C -0.202 -1.093 -1.223 0.894 -0.471 -1.574 -0.442
H 2.720 -1.078 1.551 0.215 -0.861 -2.056 0.258
H 3.635 -2.151 0.173 -1.956 1.399 1.041 0.258
H 1.764 -2.321 0.495 1.807 1.584 0.108 0.231
H 3.699 1.240 -0.885 -0.158 -1.624 -0.835 0.499
H 1.792 1.657 -3.189 -0.592 -1.818 0.378 0.143
H -0.402 1.939 -1.523 1.343 -1.266 1.372 0.245
H 1.216 2.234 -0.592 -1.907 -1.662 -0.289 0.222
H 0.988 0.120 2.206 -1.020 2.101 -0.216 0.223
H 1.568 1.826 1.650 -1.871 -1.259 0.880 0.199
H 0.182 1.774 2.927 0.614 -1.500 -1.856 0.238
H -0.480 3.558 0.714 -1.571 -1.745 0.451 0.198
H -1.651 2.822 2.008 0.490 -0.463 -2.371 0.238
H -2.109 2.847 0.086 1.553 -0.529 1.919 0.231
H -2.321 -2.637 1.206 2.438 0.636 -0.663 0.224
H -0.824 -3.294 0.270 -0.495 1.919 1.165 0.217
H -0.625 -2.146 1.865 -0.890 -0.550 -2.263 0.227
H -2.665 -1.983 -1.640 -0.330 1.679 1.676 0.203
H -3.082 -0.154 -1.450 0.502 -1.882 1.541 0.226
H -3.652 -1.483 -0.105 1.714 1.119 -1.398 0.239
H 0.349 -2.150 -1.167 -1.380 2.319 0.014 0.233
H -0.750 -1.106 -2.284 1.095 0.186 2.384 0.246

***

6
Properties=species:S:1:pos:R:3:forces:R:3:nbo_charge:R:1 method="wB97M-V/def2-TZVPD" energy_ev=-4159.58776 multiplicity=1 total_charge=0 smiles=O.O de_lowest_kj_mol=33.9 homo_energy_ev=-11.8
O 1.100 0.995 1.237 -0.583 -0.177 -0.507 -0.930
H 0.795 1.002 2.149 -0.047 -0.008 0.000 0.472
H 0.303 0.811 0.703 0.645 0.214 0.567 0.458
O -1.008 -0.999 -1.645 -1.010 2.925 0.798 -0.923
H -0.840 -0.205 -1.048 -0.419 -1.589 -1.332 0.457
H -0.349 -1.603 -1.395 1.414 -1.364 0.475 0.467

***

27
Properties=species:S:1:pos:R:3:forces:R:3:nbo_charge:R:1 method="wB97M-V/def2-TZVPD" energy_ev=-16973.90216 multiplicity=1 total_charge=+1 smiles="COC=[N+]=C[C@H](C)[C@@H]1NN=C(N)N1" de_lowest_kj_mol=214.3 homo_energy_ev="-11.1 / -11.1"
C 3.489 -1.916 -0.396 1.586 -2.070 1.876 -0.304
O 2.533 -0.975 0.186 0.155 0.366 -0.692 -0.444
C 2.195 0.077 -0.502 0.621 1.083 -1.380 0.520
N 1.520 1.062 -0.039 2.489 -0.812 -0.637 -0.362
C 0.701 2.020 -0.184 -1.516 -0.754 0.702 0.199
C -0.673 1.628 -0.317 -0.593 0.889 1.185 -0.329
C -1.576 2.863 -0.226 -0.263 0.443 -0.195 -0.649
C -1.054 0.453 0.913 0.707 -1.502 -3.261 0.175
N 0.053 -0.489 1.053 -1.481 1.630 0.913 -0.438
N -0.337 -1.772 0.701 -1.693 -0.418 -1.506 -0.362
C -1.558 -1.636 0.231 1.001 1.471 1.673 0.531
N -2.321 -2.526 -0.383 -0.351 -2.518 -1.142 -0.796
N -2.136 -0.387 0.446 1.443 -0.199 0.464 -0.630
H 4.594 -1.582 -0.047 -2.731 -0.932 -0.854 0.226
H 3.471 -2.161 -1.492 -0.446 1.101 0.867 0.220
H 3.142 -2.919 0.123 1.176 2.073 -0.945 0.241
H 2.621 0.157 -1.552 -0.673 -0.122 1.117 0.196
H 0.740 3.077 0.066 1.593 -0.112 0.305 0.231
H -0.820 0.997 -1.150 -0.340 -0.532 -1.155 0.244
H -1.141 3.870 -0.413 0.371 -0.888 -0.150 0.232
H -2.108 3.037 0.706 0.081 -0.570 0.439 0.224
H -2.327 2.753 -0.962 -1.003 0.104 -0.767 0.234
H -1.297 1.068 1.678 -0.582 1.630 2.764 0.198
H 0.578 -0.454 1.915 -0.189 -0.101 0.060 0.402
H -1.925 -3.451 -0.512 0.230 0.280 0.019 0.410
H -3.257 -2.634 -0.051 -0.567 0.311 0.132 0.397
H -3.106 -0.160 0.207 0.976 0.148 0.169 0.436

***

15
Properties=species:S:1:pos:R:3:forces:R:3:nbo_charge:R:1 method="wB97M-V/def2-TZVPD" energy_ev=-9302.07931 multiplicity=1 total_charge=0 de_lowest_kj_mol=416.2 homo_energy_ev=-7.7
C 1.881 -0.357 0.462 -0.022 0.087 -0.061 -0.709
C 0.989 -0.655 -0.698 0.044 0.254 0.042 0.295
O 0.085 -1.584 -0.623 -0.445 0.471 0.130 -0.564
C -0.945 -0.502 0.212 0.498 -0.513 0.222 0.444
N -1.098 -0.637 1.451 -0.327 0.170 -0.467 -0.784
C -0.930 0.563 -0.685 0.266 -0.172 -0.131 -0.127
N -1.532 1.763 -0.346 -0.082 -0.076 0.079 -0.796
H 1.295 -0.210 1.377 0.042 -0.091 -0.093 0.247
H 2.501 0.521 0.267 -0.068 -0.131 0.000 0.220
H 2.529 -1.227 0.611 0.011 0.088 0.079 0.233
H 1.339 -0.360 -1.694 -0.077 -0.079 0.103 0.164
H -1.305 -1.583 1.749 0.163 -0.022 0.023 0.377
H -0.714 0.389 -1.725 -0.192 -0.036 0.022 0.229
H -2.251 2.103 -0.969 0.175 -0.023 -0.070 0.380
H -1.844 1.777 0.612 0.013 0.072 0.123 0.391